# 1
Molecular formula: C8H27N9O5
Method: DFT, ωB97M-V/def2-TZVPD

Calculated values
SMILES: COC[C@H](C)N.NC(N)=O.NC(N)=O.NC(N)=O.NC(N)=O
Spin multiplicity: 1
E_HOMO: -8.87 eV
Energy above the lowest of the compared OMol25 structures with the same formula, charge and spin: 169.16 kJ/mol
Gap between HOMO and LUMO: 9.037 eV
LUMO energy: 0.16 eV

```
49
Properties=species:S:1:pos:R:3:forces:R:3:nbo_charge:R:1
C -2.264590 -2.350274 -2.381664 0.772 -0.553 -0.381 -0.247
O -0.924481 -1.885481 -2.325646 -0.080 0.074 0.136 -0.564
C -0.712204 -0.729727 -3.115778 -0.487 0.754 0.395 -0.071
C -0.002047 0.386896 -2.326946 -0.718 -0.599 0.546 -0.080
C -0.856281 0.869022 -1.150573 0.671 0.803 0.827 -0.644
N 0.358458 1.522132 -3.196394 0.619 -1.080 -0.425 -0.802
H -2.518158 -2.697282 -3.389315 -0.037 0.190 -0.110 0.171
H -2.972079 -1.574153 -2.085070 -0.067 -0.125 0.273 0.172
H -2.265488 -3.248707 -1.764674 -0.426 0.218 0.303 0.186
H -0.186831 -0.987606 -4.040782 0.056 -0.002 0.028 0.173
H -1.693786 -0.298161 -3.353409 0.004 -0.099 -0.418 0.156
H 0.914744 -0.049023 -1.922681 0.113 0.187 0.033 0.203
H -1.256727 0.135221 -0.447021 -0.228 -0.480 -0.645 0.208
H -1.620608 1.594535 -1.435629 -0.230 -0.314 -0.293 0.205
H -0.220355 1.437763 -0.463540 0.210 0.138 -0.288 0.248
H 1.139234 1.112559 -3.712970 0.190 0.668 -0.097 0.344
H -0.330822 1.631980 -3.939877 -0.313 0.140 0.315 0.342
N 1.530010 1.026720 1.667470 -0.635 0.388 0.558 -0.850
C 0.693725 1.290815 2.693953 -0.745 0.424 0.157 0.771
N -0.278796 0.307628 2.843984 -0.050 0.307 0.912 -0.890
O 0.719751 2.293470 3.403470 0.107 -0.671 -0.262 -0.677
H 1.490125 0.060361 1.386310 1.116 0.186 -0.660 0.412
H 2.298133 1.670765 1.565511 0.288 -0.542 -0.448 0.427
H -0.508212 -0.390111 2.163525 0.181 0.024 -0.193 0.384
H -0.864380 0.395801 3.657979 -0.142 0.064 -0.188 0.407
N 0.305098 -2.903028 0.755561 -0.057 -0.181 -0.560 -0.861
C 1.566180 -2.568765 1.196248 -0.487 1.494 0.932 0.775
N 1.907640 -3.150334 2.379018 0.303 -0.483 -0.095 -0.841
O 2.213839 -1.632464 0.738938 -0.298 -0.850 -0.351 -0.662
H 0.033065 -2.609541 -0.171823 0.201 0.059 -0.128 0.420
H -0.138783 -3.739595 1.089953 0.065 -0.074 0.023 0.378
H 1.397855 -3.922541 2.761499 -0.039 0.043 0.136 0.384
H 2.589171 -2.680300 2.946216 0.139 -0.096 -0.102 0.417
N 4.558284 4.123467 -0.635935 -0.047 -0.572 -0.076 -0.848
C 4.324495 2.829438 -0.983167 -0.701 -1.879 0.877 0.771
N 4.362630 2.565231 -2.320511 0.551 1.369 -0.091 -0.839
O 4.078212 1.957493 -0.147930 0.171 0.726 -0.417 -0.675
H 4.365201 4.312901 0.330901 0.212 0.496 -0.112 0.420
H 4.815648 4.788951 -1.335101 -0.019 0.478 0.340 0.387
H 4.374149 3.405095 -2.869900 -0.109 -0.422 -0.687 0.373
H 4.110247 1.690592 -2.729486 -0.136 -0.177 0.265 0.412
N -3.501758 -1.301364 2.417547 -0.537 0.017 -0.978 -0.850
C -4.213733 -0.351716 3.082382 0.541 0.368 2.511 0.767
N -5.252210 0.191009 2.382715 0.164 -0.592 -0.147 -0.842
O -3.950373 -0.053073 4.248512 -0.079 0.203 -1.149 -0.654
H -2.680979 -1.717502 2.809647 -0.190 -0.143 0.250 0.412
H -3.966815 -1.687609 1.617936 0.585 -0.414 -0.212 0.375
H -5.373274 -0.166444 1.456388 -0.298 0.581 -0.324 0.375
H -5.592128 1.094932 2.650135 -0.105 -0.052 0.023 0.417
```
Forces are in eV/Å.

***

# 2
Molecular formula: C8H28O6
Method: DFT, ωB97M-V/def2-TZVPD

Calculated values
SMILES: CCO.CCO.CCO.CCO.O.O
Spin multiplicity: 1
E_HOMO: -9.67 eV
Energy above the lowest of the compared OMol25 structures with the same formula, charge and spin: 97.83 kJ/mol
Gap between HOMO and LUMO: 10.246 eV
LUMO energy: 0.57 eV

```
42
Properties=species:S:1:pos:R:3:forces:R:3:nbo_charge:R:1
C -7.478949 9.225999 -8.353569 1.413 1.886 0.794 -0.643
C -8.694285 8.523558 -7.952235 -0.492 -3.383 -0.343 -0.065
O -9.324708 9.037883 -6.820554 -0.628 1.109 0.498 -0.716
H -6.874647 8.827514 -9.168509 -0.472 -0.327 -0.023 0.219
H -6.844639 9.276247 -7.468569 0.328 -0.370 0.045 0.223
H -7.640352 10.292521 -8.510341 -0.391 0.121 -0.565 0.201
H -8.444895 7.506413 -7.650066 0.879 -0.312 -0.148 0.161
H -9.363673 8.242413 -8.765231 -0.558 1.018 -0.418 0.147
H -9.672751 8.276750 -6.350315 -0.079 0.270 0.140 0.470
C -0.823901 5.647174 -6.343987 -0.130 -0.380 0.998 -0.636
C -1.997881 4.911225 -5.644960 0.375 0.918 -0.916 -0.065
O -3.028114 4.658720 -6.637399 0.426 -0.065 0.688 -0.757
H -0.413338 5.147283 -7.221283 -0.515 0.122 -0.167 0.230
H 0.023073 5.746995 -5.665173 -0.031 -0.118 0.333 0.210
H -1.145841 6.674932 -6.511794 0.011 -0.124 -0.610 0.209
H -2.394150 5.616027 -4.913982 -0.153 -0.115 0.201 0.163
H -1.722414 4.002005 -5.110607 0.139 -0.100 -0.280 0.170
H -3.403181 3.799256 -6.431887 -0.197 -0.004 -0.188 0.482
C -4.191866 6.205396 -12.243610 0.747 1.649 -0.326 -0.629
C -4.852890 7.423367 -11.599623 -1.312 -2.395 1.382 -0.080
O -4.472919 7.481960 -10.191752 0.406 0.994 -1.109 -0.758
H -4.317475 6.367646 -13.314118 -0.140 -0.679 -0.181 0.207
H -4.567015 5.252729 -11.869724 -0.018 0.236 -0.132 0.227
H -3.122531 6.298513 -12.053978 0.130 -0.390 -0.021 0.211
H -5.896805 7.122069 -11.512720 -0.444 0.609 -0.525 0.171
H -4.780144 8.373858 -12.128182 0.402 -0.089 0.098 0.173
H -4.217343 8.403645 -10.109537 0.375 0.090 0.873 0.484
C -4.473811 10.886830 -9.997384 0.886 0.216 1.233 -0.652
C -3.728266 10.854755 -8.580852 -0.694 0.142 -0.820 -0.070
O -3.174031 9.560975 -8.329123 -0.360 0.043 -0.047 -0.751
H -5.309978 10.190532 -10.061473 -0.122 0.159 0.400 0.212
H -3.816292 10.620183 -10.824828 0.450 -0.038 0.185 0.204
H -4.815871 11.895517 -10.229005 -0.205 -0.012 0.196 0.223
H -4.371115 11.108234 -7.737880 -0.859 -0.599 -0.243 0.180
H -3.049808 11.694091 -8.428176 0.818 -0.251 -0.835 0.174
H -2.215018 9.519956 -8.343596 -0.007 0.391 -0.150 0.484
O -5.541906 6.973286 -7.203843 -0.356 -0.010 0.253 -0.954
H -4.870988 6.465830 -6.747127 0.256 -0.277 0.077 0.474
H -5.051339 7.532033 -7.806649 0.176 0.138 -0.347 0.481
O -2.458894 5.442239 -9.410865 0.479 -0.171 -0.276 -0.979
H -2.913145 6.232441 -9.703234 -0.415 0.332 -0.170 0.481
H -2.745296 5.321873 -8.505484 -0.117 -0.233 0.447 0.483
```
Forces are in eV/Å.

***

# 3
Molecular formula: C8H29BF4O7Ti2
Method: DFT, ωB97M-V/def2-TZVPD

Calculated values
Spin multiplicity: 7
E_HOMO (alpha / beta): -6.41 / -9.51 eV
Energy above the lowest of the compared OMol25 structures with the same formula, charge and spin: 0.00 kJ/mol
Gap between HOMO and LUMO (alpha / beta): 6.472 / 9.149 eV
LUMO energy (alpha / beta): 0.07 / -0.36 eV

```
51
Properties=species:S:1:pos:R:3:forces:R:3:lowdin_spin:R:1
Ti 24.969340 7.100060 -11.445680 -0.768 0.355 0.407 2.693
Ti 21.547100 7.203950 -8.906160 1.408 0.411 -0.664 2.741
O 23.596200 7.967440 -9.706510 -0.341 -1.255 -0.463 0.124
H 23.922070 7.075400 -9.477150 0.000 0.444 0.644 0.027
B 22.755580 4.883580 -10.583270 -2.443 0.578 1.531 0.051
F 21.633710 4.063690 -10.604120 -0.970 -0.134 0.372 0.007
F 23.049160 5.296770 -9.257340 -0.264 -0.151 0.073 0.066
F 23.681850 4.184210 -11.170860 4.178 -2.291 -0.936 0.014
F 22.577840 5.985640 -11.361630 -0.683 1.916 -0.883 0.063
C 19.219860 6.272900 -11.728990 0.295 -1.411 -1.083 0.023
O 19.210130 5.246590 -10.702720 -0.548 1.927 0.301 0.025
H 18.971990 5.725280 -12.638260 0.085 0.253 -0.468 0.001
H 18.499970 7.091250 -11.715550 -0.272 -0.369 1.156 0.002
H 20.199750 6.725480 -11.880950 0.193 -0.026 0.235 0.012
H 19.952770 4.666280 -10.885270 0.183 -0.094 -0.022 0.000
C 25.175430 1.515030 -10.179190 0.330 -0.785 -0.339 0.000
O 23.805430 1.771770 -10.001000 -0.273 0.319 -0.660 0.001
H 25.726100 2.013360 -9.381370 0.442 -0.629 0.071 0.000
H 25.244130 0.434020 -10.300830 0.416 -0.173 1.121 0.000
H 25.637640 1.775780 -11.131280 -0.495 0.960 -0.314 0.000
H 23.621100 2.616950 -10.417280 -0.158 -0.044 -0.038 0.000
C 22.496150 4.922320 -14.307980 0.648 1.113 0.510 0.004
O 23.148560 3.817380 -13.717150 -0.088 -0.968 -0.229 0.002
H 21.644880 5.262980 -13.718580 -0.122 -0.130 -0.107 0.000
H 23.268670 5.686950 -14.226460 -0.402 0.803 -0.563 0.005
H 22.203540 4.804940 -15.351390 0.136 -0.505 0.121 0.000
H 22.823340 3.735670 -12.817620 -0.074 -0.276 -0.115 0.000
C 21.342510 1.757970 -8.077050 1.066 0.010 0.185 0.000
O 22.702920 1.880990 -7.542560 -1.795 0.256 0.226 0.001
H 21.207730 2.327820 -8.996400 0.216 -0.030 -0.057 0.000
H 21.134270 0.708740 -8.286460 -0.092 -0.043 0.019 0.000
H 20.597150 2.144700 -7.382070 0.294 -0.076 0.331 0.000
H 23.258440 2.064120 -8.303780 0.145 -0.255 -0.322 0.000
C 25.790360 5.718910 -7.246260 0.368 0.351 0.560 0.008
C 26.001440 4.286820 -7.608280 -0.372 0.885 -0.144 0.002
O 27.423630 4.167260 -7.715960 -0.526 -0.975 -0.128 0.002
H 26.426670 6.336350 -7.880280 -0.427 0.096 -0.505 0.006
H 26.251480 5.893870 -6.274220 -0.616 0.117 0.387 0.000
H 24.729460 5.957240 -7.322330 0.156 0.432 0.278 0.004
H 25.416740 4.166900 -8.520330 0.645 -0.575 -0.748 0.002
H 25.489680 3.625620 -6.908980 0.566 -0.247 0.365 0.000
H 27.683000 3.345450 -7.292920 0.139 -0.098 -0.099 0.000
C 27.485920 3.920600 -12.888340 -0.052 -1.329 0.634 0.003
C 26.587290 4.939760 -13.558940 2.595 0.104 -0.290 0.014
O 25.563870 5.390850 -12.715530 -0.883 0.145 0.069 0.084
H 26.988670 2.998980 -12.585910 -0.928 0.117 0.011 0.000
H 27.937310 4.228070 -11.945040 0.276 0.505 -0.294 0.002
H 28.206410 3.443920 -13.553000 0.439 0.816 -0.243 0.000
H 26.262090 4.505080 -14.504140 -0.642 0.306 0.058 0.000
H 27.177680 5.831840 -13.768010 0.099 -0.086 -0.336 0.006
H 24.876220 4.738100 -12.866040 -1.080 -0.267 0.387 0.005
```
Forces are in eV/Å.

***

# 4
Molecular formula: C8H29F8N2O19S4Y
Method: DFT, ωB97M-V/def2-TZVPD

Calculated values
Spin multiplicity: 2
E_HOMO (alpha / beta): -2.28 / -6.49 eV
Gap between HOMO and LUMO (alpha / beta): 3.339 / 7.416 eV
Charge: -1
LUMO energy (alpha / beta): 1.06 / 0.92 eV

```
71
Properties=species:S:1:pos:R:3:forces:R:3:lowdin_spin:R:1
Y 12.272740 6.628950 5.999680 0.935 -0.889 1.922 0.490
C 12.678430 10.612470 8.538970 1.511 -1.236 0.314 0.001
F 13.272150 11.432800 9.439170 -0.080 -0.010 -1.166 0.000
F 11.462560 10.411230 9.005730 -1.219 -0.132 -0.053 0.001
F 12.572890 11.167210 7.307630 0.320 -0.191 1.087 0.000
S 13.632910 8.911820 8.564330 5.452 2.401 3.289 0.010
O 15.073420 9.190430 8.395030 -3.663 -0.215 0.295 0.001
O 13.349640 8.369330 9.881430 -1.209 0.198 -0.721 0.002
O 13.055650 8.196650 7.464670 -2.213 -1.682 -2.118 0.014
C 17.070280 6.626510 4.347860 -2.827 0.123 0.333 0.001
F 18.367760 6.440680 4.519710 -0.618 -0.244 0.027 0.000
F 16.884640 7.701090 3.549800 0.317 -0.552 0.477 0.001
F 16.483040 5.558130 3.677570 1.142 0.669 0.458 0.002
S 15.987130 6.850220 6.033720 3.790 2.089 3.247 0.015
O 14.563650 6.854210 5.677390 -0.780 -0.008 -1.007 0.028
O 16.286720 5.664190 6.850270 -0.080 1.100 -1.496 0.007
O 16.498620 8.160730 6.571910 -1.199 -3.756 -2.426 0.001
N 11.933050 8.523540 4.909050 1.613 2.970 -2.412 0.036
S 10.680400 9.371240 4.568180 -4.830 2.008 1.126 0.019
O 9.811170 8.857350 3.548380 0.728 0.326 -0.230 0.004
O 10.807590 10.797000 4.779980 0.304 -1.246 -0.749 0.013
F 9.840000 8.969920 5.850460 -0.385 -0.456 0.941 0.006
S 12.973560 9.456880 3.866270 4.474 0.033 -0.863 0.051
O 14.073930 10.208830 4.490860 -3.149 -1.864 -1.113 0.014
O 12.409140 9.959600 2.601730 0.914 -1.430 2.575 0.035
F 13.642910 8.025730 3.451240 0.039 1.214 -0.537 0.004
O 7.829080 6.939510 5.612420 0.094 -0.156 0.226 0.011
H 7.461630 7.809010 5.771130 0.030 0.520 -0.178 0.003
H 7.245550 6.343100 6.081480 -0.229 -0.372 0.076 0.004
O 10.262940 6.761890 7.447990 0.385 -0.241 -0.104 0.044
H 10.122780 6.658340 8.389200 0.425 -0.060 0.467 0.007
H 9.424300 7.080320 7.114070 -0.388 0.206 -0.508 0.003
O 12.825420 5.407750 4.134890 -0.220 -0.548 -0.607 0.074
H 12.855830 5.845550 3.284220 0.172 0.589 -0.511 0.010
H 13.078660 4.503630 3.948680 0.188 -0.335 0.419 0.018
O 7.827610 7.643470 1.141940 -0.444 -0.268 -0.121 0.003
H 7.787750 7.836330 2.078670 0.079 0.133 0.279 0.001
H 8.731350 7.839450 0.894810 0.298 -0.066 -0.094 0.000
O 15.598750 11.359440 7.043230 0.376 0.420 -0.088 0.001
H 14.948830 11.323400 6.341420 -0.172 -0.146 -0.291 0.000
H 15.467500 12.216830 7.448070 -0.067 0.252 0.088 0.000
O 10.256550 6.084160 4.626970 0.611 -0.025 0.317 0.043
H 9.380220 6.346870 4.908510 -0.729 0.464 0.214 0.003
H 10.103930 5.406700 3.968190 0.325 -0.293 -0.249 0.010
C 9.843630 9.649250 -0.223230 -0.108 2.842 0.411 0.001
C 11.279280 10.100960 -0.474130 -0.055 -1.641 0.035 0.001
O 11.667320 11.128850 0.378930 -0.166 0.472 -0.677 0.002
O 9.468150 8.693590 -1.131650 -0.219 -1.497 -0.944 0.000
H 9.297620 10.580580 -0.373560 -0.463 0.268 -0.267 0.000
H 9.569220 9.449920 0.812660 0.726 -0.520 0.351 0.000
H 11.378320 10.340280 -1.532910 -0.177 0.676 0.039 0.000
H 11.914380 9.218290 -0.398960 0.412 -0.203 0.377 0.001
H 11.893600 10.727060 1.220940 0.072 0.176 0.113 0.001
H 8.514030 8.690120 -1.237720 -0.042 -0.012 0.077 0.000
C 9.142560 13.476910 6.231510 -0.686 1.060 1.682 0.001
C 10.420080 14.188830 6.735220 -0.585 -0.784 0.864 0.000
C 10.591890 14.054120 8.343700 0.033 -1.359 -1.609 0.000
O 9.425320 14.422960 9.062840 0.421 1.029 -0.294 0.000
C 9.660120 15.129310 10.267510 -0.781 0.027 -0.189 0.000
N 11.563400 13.590310 5.991340 -0.435 1.009 0.951 0.000
H 8.355650 13.793870 6.915920 -0.318 -0.331 0.329 0.000
H 9.240530 12.393310 6.297250 -0.038 0.045 -0.329 0.001
H 8.736330 13.854310 5.293090 0.702 -0.343 -0.451 0.000
H 10.259410 15.252910 6.561980 0.549 0.148 -0.287 0.000
H 11.517150 14.509450 8.696780 -0.136 0.649 -0.154 0.000
H 10.732170 12.999750 8.581850 0.171 -0.370 -0.283 0.000
H 10.002690 16.160580 10.182420 0.443 0.119 -0.684 0.000
H 10.354810 14.611580 10.928910 -0.171 -0.225 0.168 0.000
H 8.657280 15.251880 10.676650 0.133 -0.356 0.545 0.000
H 11.390220 13.832860 5.026320 0.229 0.169 -0.327 0.000
H 11.338250 12.605820 6.004530 0.464 -0.337 0.019 0.000
```
Forces are in eV/Å.

***

# 5
Molecular formula: C8H2InO10
Method: DFT, ωB97M-V/def2-TZVPD

Calculated values
Spin multiplicity: 1
E_HOMO: 1.73 eV
Energy above the lowest of the compared OMol25 structures with the same formula, charge and spin: 0.00 kJ/mol
Gap between HOMO and LUMO: 2.961 eV
Charge: -3
LUMO energy: 4.69 eV

```
21
Properties=species:S:1:pos:R:3:forces:R:3:nbo_charge:R:1
In -0.725867 -0.060716 2.661660 0.181 0.020 -1.192 0.821
C 0.063347 -3.179136 1.688729 0.518 0.400 0.517 0.907
O 0.275378 -2.151156 0.952600 -0.104 0.469 0.136 -0.515
O 0.860005 -4.141639 1.539712 -0.344 -0.271 0.003 -0.641
O -0.854630 -3.099737 2.556715 0.012 -0.218 -0.146 -0.705
C 2.592065 -0.421669 3.029768 -1.422 -1.167 -1.444 0.900
O 1.882996 -0.016060 3.991816 0.683 0.026 0.621 -0.724
O 3.453660 -1.341734 2.990197 0.353 0.586 0.927 -0.629
O 2.234325 -0.010682 1.859241 0.041 0.309 0.020 -0.513
C -1.541151 -0.038225 -2.111246 -0.146 0.780 0.860 -0.535
C -0.810180 0.638519 -3.104322 -0.347 -1.415 -0.934 0.409
C -0.119660 1.947445 -2.772370 1.616 1.875 -0.123 0.404
O 0.572536 2.538270 -3.640076 -0.573 -0.540 -0.380 -0.706
C -0.156681 2.484721 -1.468939 -1.602 -1.165 0.355 -0.530
C -0.808145 1.771724 -0.438082 0.895 0.102 -0.161 0.416
C -1.596998 0.443379 -0.789635 0.492 0.427 0.076 0.432
O -2.184505 -0.096718 0.168576 -0.117 -0.211 0.374 -0.725
O -0.702459 2.100829 0.769265 -0.520 -0.425 0.349 -0.742
O -0.694626 0.154771 -4.254989 0.065 0.564 0.100 -0.697
H -2.040714 -0.961957 -2.370334 0.043 -0.090 0.030 0.189
H 0.301304 3.439770 -1.258286 0.276 -0.054 0.012 0.184
```
Forces are in eV/Å.